The following is a DFT calculation (the ωB97M-V functional and the def2-TZVPD basis) of C18H23N3O2S in the gas phase in a non-equilibrium geometry.

Geometry as XYZ:
```
47
Properties=species:S:1:pos:R:3:forces:R:3
S -0.434157 0.898885 2.316055 0.1 0.0 0.6
O -3.305693 2.550785 0.347980 -0.1 0.1 -0.1
O -3.020513 0.516595 1.258676 -0.1 -0.2 0.2
N 0.747240 -0.454134 0.200644 -0.6 0.3 -0.5
N -0.666582 1.136713 -0.337907 0.0 0.2 0.8
N -0.195455 0.617276 -1.476279 0.5 -0.5 -1.1
C 2.922998 -3.014132 -2.302533 0.0 0.0 0.0
C 3.080477 -2.700436 -3.642920 0.0 -0.1 0.0
C 2.109273 -2.239908 -1.492917 -0.1 0.1 -0.1
C -0.941032 3.540397 1.605500 -0.2 0.2 0.0
C 1.852117 -2.581385 -0.052701 -0.1 0.1 0.0
C 1.455724 -1.135639 -2.048255 0.4 -0.4 -0.2
C 2.419433 -1.611250 -4.189516 0.0 0.0 -0.1
C 1.608540 -0.823806 -3.395074 0.0 0.0 0.2
C 1.695337 -1.344469 0.851294 0.6 -0.4 0.4
C -2.720376 1.805380 1.082655 -0.3 0.2 0.2
C -0.097755 0.509330 0.661403 0.0 0.1 0.0
C 1.183136 -1.785773 2.220544 0.0 0.1 -0.2
C -4.038639 -0.030873 0.418627 -0.4 0.0 -0.4
C -1.807906 4.763820 1.876547 0.1 -0.1 -0.1
C 0.655232 -0.324245 -1.166543 -0.4 0.3 0.3
C 3.028523 -0.601632 0.989811 -0.2 -0.1 0.0
C -1.628416 2.251119 2.046666 0.5 -0.2 -0.3
C -3.451007 -0.577873 -0.873271 0.0 0.2 0.3
H 0.927249 -3.167809 -0.000884 0.0 0.0 0.1
H 1.207153 -0.962889 2.929756 0.1 0.0 0.1
H -1.287978 5.662077 1.553439 0.0 0.1 0.0
H -4.769441 0.754322 0.200201 0.0 -0.2 0.1
H 1.811591 -2.587586 2.600137 0.1 0.0 0.0
H 3.720269 -3.310549 -4.262990 0.1 0.0 -0.1
H 2.541515 -1.375564 -5.235865 0.0 0.0 -0.1
H 0.004855 3.634153 2.145162 -0.1 -0.1 -0.1
H -0.728458 3.465288 0.538164 0.1 0.0 0.1
H 3.434347 -3.869331 -1.884109 0.1 -0.1 0.0
H -2.741935 4.687158 1.328718 -0.1 0.1 0.0
H 2.890266 0.307129 1.571921 0.0 0.1 0.0
H 2.659229 -3.203309 0.336515 0.0 0.0 0.1
H 3.418459 -0.334175 0.009344 0.1 0.0 -0.1
H 1.086945 0.033340 -3.789953 0.0 0.1 -0.1
H -2.026792 4.854849 2.939160 0.0 0.1 0.1
H -2.928156 0.213687 -1.404727 0.0 0.0 -0.1
H 0.160320 -2.148951 2.150154 -0.1 -0.1 0.0
H -2.087049 2.380312 3.033617 0.0 -0.1 -0.1
H -4.247952 -0.964697 -1.501953 -0.1 -0.1 -0.1
H -2.746111 -1.379168 -0.661258 0.1 -0.1 0.0
H 3.755693 -1.231209 1.495334 0.1 -0.1 0.1
H -4.504517 -0.821824 1.011630 0.0 0.1 0.0
```
Forces are in eV/Å.

Results
Energy: -38440.7949 eV
Charge: 0
Multiplicity: 1
LUMO energy: 0.6 eV

Let us look at the Mulliken charges, expressed in e, one per atom:
1 S -0.4223
2 O -0.6213
3 O -0.3003
4 N 0.5458
5 N 0.0358
6 N -1.2823
7 C -0.8127
8 C -0.6037
9 C 0.7201
10 C -0.4442
11 C -1.3809
12 C 0.3448
13 C -0.6103
14 C -0.7245
15 C 1.1866
16 C 0.2444
17 C 0.4078
18 C -2.0953
19 C -0.3402
20 C -1.3349
21 C 0.7543
22 C -1.6270
23 C 0.1875
24 C -1.0125
25 H 0.4374
26 H 0.5448
27 H 0.3883
28 H 0.3322
29 H 0.4393
30 H 0.3969
31 H 0.4097
32 H 0.4310
33 H 0.2925
34 H 0.4125
35 H 0.3079
36 H 0.3415
37 H 0.5289
38 H 0.4229
39 H 0.5212
40 H 0.3358
41 H 0.2716
42 H 0.4436
43 H 0.5508
44 H 0.4379
45 H 0.2124
46 H 0.4031
47 H 0.3229